Record 1
C28H84O14S14 | ωB97M-V/def2-TZVPD

Output
Energy relative to the best compared isomer or geometry (same formula, charge and spin) (eV): 0.025
2S+1: 1
Max |F| (Eh/bohr): 0.047
E_tot (eV): -210744.8775
Highest occupied orbital energy (Eh): -0.3082

Geometry as XYZ:
```
140
Properties=species:S:1:pos:R:3:forces:R:3:mulliken_charge:R:1
C 4.263619 -1.595654 2.633611 -0.7 -1.5 -0.4 -0.77
S 4.143270 -2.633298 4.152239 0.6 1.2 -0.4 0.68
O 5.554439 -2.985738 4.520471 -0.7 0.0 0.0 -0.75
C 3.727229 -1.136607 5.136311 0.2 0.6 -0.7 -0.77
H 4.486529 -2.219825 1.756431 0.2 0.1 0.4 0.19
H 4.957715 -0.792090 2.744564 0.7 0.3 0.4 0.63
H 3.281274 -1.195358 2.445780 -0.6 0.2 0.0 0.03
H 4.722289 -0.668726 5.152976 -0.3 0.2 0.0 0.40
H 3.452323 -1.336246 6.167074 -0.3 -0.3 -0.1 0.40
H 2.985914 -0.490349 4.579557 0.7 -0.9 0.9 -0.07
C 1.154560 1.610392 3.805468 -0.3 -0.5 -0.2 -1.03
S 0.446932 2.782669 2.662607 0.1 -0.9 -0.8 0.86
O 0.825212 2.122697 1.334975 -0.2 1.3 0.9 -0.59
C 1.523540 4.200868 3.057133 0.7 -0.5 -0.5 -1.16
H 0.978250 1.833137 4.848127 0.1 0.4 0.3 0.62
H 2.197335 1.523918 3.521455 0.3 0.1 0.2 0.48
H 0.683281 0.639173 3.607835 0.0 0.2 -0.1 -0.22
H 2.432658 4.167598 2.435423 -0.3 -0.2 0.2 0.27
H 1.809928 4.128311 4.102702 -0.1 0.1 0.1 0.42
H 1.022385 5.130732 2.851222 -0.4 0.3 0.0 0.38
C 4.380875 -1.590320 -2.790426 0.6 0.0 -0.3 -0.47
S 3.982483 -3.046267 -1.851221 -0.3 -0.9 -0.1 0.14
O 3.795789 -2.714932 -0.414826 0.5 0.6 0.6 -0.43
C 2.333579 -3.338143 -2.417907 -0.1 -1.0 -1.0 -0.28
H 5.353949 -1.326817 -2.384716 0.1 0.3 -0.1 0.42
H 3.690126 -0.764642 -2.659576 -0.2 0.0 0.0 -0.25
H 4.526559 -1.873037 -3.856458 -0.3 0.2 0.7 0.41
H 2.066801 -4.347593 -1.977568 -0.2 1.4 -0.3 0.13
H 2.463735 -3.484063 -3.513575 -0.4 0.1 0.5 0.51
H 1.652747 -2.483714 -2.202897 0.3 -0.8 -0.1 -0.33
C -2.107712 -3.378477 -1.972620 0.1 -0.7 0.3 -0.21
S -2.494991 -3.812414 -0.202541 -0.5 -0.1 -1.8 0.48
O -2.172043 -2.588319 0.581585 0.1 0.2 0.7 -0.45
C -4.286880 -3.738314 -0.509743 -0.7 -0.3 0.4 -0.90
H -2.337990 -2.325583 -2.210213 -0.3 -0.5 0.4 -0.13
H -2.717694 -4.079644 -2.621545 1.1 0.8 0.6 0.51
H -1.011132 -3.489462 -2.043203 -0.5 -0.3 -0.3 -0.10
H -4.593566 -4.302856 -1.415383 0.3 0.0 0.8 0.39
H -4.435109 -2.705330 -0.762465 -0.2 0.7 -0.1 0.09
H -4.907026 -3.975741 0.400657 0.8 0.0 -0.9 0.30
C -6.879081 1.198797 -0.547092 -0.7 -1.7 -0.4 -1.10
S -5.720116 -0.075624 0.142846 0.0 1.2 -0.8 0.52
O -4.430771 0.652369 0.282938 0.2 -0.2 0.0 -0.47
C -6.490005 -0.155433 1.758504 -1.1 1.0 -0.6 -1.11
H -6.830314 2.094291 0.015606 0.2 0.8 0.9 0.34
H -7.894722 0.744103 -0.499039 0.6 0.4 -0.1 0.39
H -6.648434 1.481517 -1.581811 0.2 -0.6 0.2 0.29
H -6.617928 0.868450 2.152586 0.1 -0.5 0.0 0.28
H -5.955807 -0.779072 2.433468 0.7 -0.5 0.4 0.27
H -7.465143 -0.606903 1.551446 0.0 0.1 0.3 0.50
C 2.312468 5.349734 -2.961582 0.7 0.0 1.1 -0.95
S 1.372917 4.907357 -1.456548 0.5 0.0 -0.5 0.54
O 0.254130 5.888919 -1.356689 -0.3 0.0 0.1 -0.68
C 0.666316 3.387556 -2.102919 -0.3 0.4 -0.5 -0.09
H 1.717661 5.327611 -3.863250 -0.5 0.6 0.0 0.32
H 3.047802 4.566875 -3.092045 0.4 -0.2 0.2 0.30
H 2.860138 6.293130 -2.712358 -0.8 -0.6 -0.6 0.33
H 1.450402 2.676562 -2.341501 0.1 0.0 -0.1 0.28
H 0.055960 3.695713 -2.956550 0.2 -0.2 -0.2 0.57
H -0.007619 2.941673 -1.391758 -0.1 0.0 0.6 -0.51
C 2.409174 -4.832931 2.000879 -0.5 -0.5 0.6 -0.40
S 1.426586 -6.126808 1.184869 0.7 -1.2 1.2 0.42
O 0.837700 -5.487367 0.007956 -0.6 0.8 -1.3 -0.51
C 2.708554 -7.293484 0.453385 0.0 1.0 1.5 -0.95
H 2.938163 -5.177833 2.880260 0.3 -0.6 0.0 0.53
H 1.736224 -4.080855 2.426486 -0.3 -0.2 -0.5 -0.03
H 3.053813 -4.364669 1.300396 0.7 0.4 -0.7 0.01
H 3.336174 -6.652916 -0.141564 0.3 0.1 -0.4 0.19
H 2.176194 -8.014958 -0.146655 -0.3 0.0 -0.1 0.37
H 3.305381 -7.803934 1.227996 -0.3 0.3 -0.2 0.37
C -1.624801 -1.774343 5.596770 -0.2 -0.8 -1.7 -1.22
S -1.058176 -1.817738 3.848640 1.8 -0.1 1.4 1.00
O 0.447102 -1.471791 3.966240 -1.6 -0.4 -0.6 -0.73
C -1.096479 -3.631149 3.514902 0.5 1.3 -0.1 -0.80
H -2.551907 -2.350630 5.514764 -0.1 0.3 0.6 0.40
H -1.773854 -0.744799 5.866172 -0.3 0.4 0.1 0.31
H -0.894181 -2.269511 6.215732 0.3 -0.2 0.1 0.38
H -0.268555 -4.083886 4.079112 -0.3 0.1 -0.3 0.36
H -0.953648 -3.566335 2.432302 0.2 -0.6 0.1 -0.21
H -2.062164 -4.072023 3.718451 -0.2 0.0 0.2 0.54
C 3.978121 1.196794 0.254175 1.0 -0.4 -1.0 -0.14
S 4.947937 1.759407 -1.263911 -0.8 -0.1 0.5 0.42
O 3.958807 2.631261 -1.978300 0.4 0.0 -0.2 -0.55
C 6.154474 2.846525 -0.375111 -1.5 0.0 0.0 -1.02
H 4.706321 0.898427 1.008965 -0.2 -0.5 -0.1 0.31
H 3.232389 0.413490 -0.025230 0.9 0.5 0.1 -0.44
H 3.458578 2.051529 0.612173 -0.6 0.9 0.1 0.18
H 6.430141 2.152519 0.436956 0.4 1.0 0.0 0.36
H 5.495876 3.708431 -0.113947 0.6 -0.6 0.5 0.26
H 6.989938 3.257589 -0.961037 -0.3 -0.7 0.0 0.35
C -3.243494 0.971828 3.061554 -0.1 0.3 0.6 0.32
S -4.118510 1.349942 4.596095 0.6 1.6 -0.1 0.44
O -3.147936 1.195411 5.735550 -0.4 -0.2 -0.4 -0.66
C -4.136462 3.224114 4.329797 -0.1 -0.5 0.5 -0.83
H -3.248392 -0.118452 2.923867 0.0 0.5 -0.3 -0.07
H -2.229883 1.379094 3.159653 -0.1 -0.3 0.1 -0.21
H -3.762028 1.551799 2.299502 -0.1 -0.5 -0.4 0.15
H -4.443966 3.601137 5.317736 0.1 0.0 -0.4 0.38
H -4.737772 3.670128 3.522566 -0.2 -0.7 0.3 0.35
H -3.109076 3.528056 4.137834 0.2 -0.2 0.2 0.09
C -2.962394 4.829835 -1.835645 0.0 1.1 0.4 -0.34
S -3.385383 5.296084 -0.137135 0.0 0.2 0.3 0.32
O -4.748671 4.717298 0.175495 1.2 0.0 -0.3 -0.60
C -2.099752 4.254894 0.573212 -0.5 -1.0 0.5 -0.21
H -1.960393 5.221824 -2.142652 -0.8 -0.4 0.5 0.23
H -3.766163 5.307631 -2.379189 0.0 0.0 -0.5 0.46
H -3.091792 3.770050 -1.850007 0.2 -0.8 -0.4 -0.25
H -1.109988 4.573710 0.275407 0.1 0.0 -0.8 0.09
H -2.362478 3.186707 0.376550 0.4 0.7 -0.2 -0.13
H -2.045116 4.359661 1.643347 -0.6 0.2 0.6 0.38
C -1.632649 -0.548533 -4.850672 -0.5 1.0 0.7 -0.19
S -3.346584 -0.220068 -4.483694 -0.7 -0.9 1.0 0.11
O -3.711316 -1.167595 -3.346550 0.1 0.5 -1.0 -0.50
C -3.139264 1.329264 -3.667868 0.6 1.7 -0.8 -0.38
H -1.152393 -0.502878 -3.874947 0.3 -0.2 0.0 -0.38
H -1.225882 0.223862 -5.514442 -0.3 -0.5 0.0 0.49
H -1.644474 -1.542645 -5.247753 0.4 -0.3 -0.5 0.39
H -4.095516 1.666716 -3.282698 0.0 -0.1 0.2 0.34
H -2.775082 2.106072 -4.372914 -0.4 -0.4 -0.1 0.49
H -2.352902 1.326070 -2.927053 -0.1 -0.6 0.5 -0.28
C 2.941840 -0.669462 -7.245938 -1.1 1.6 -0.6 -0.97
S 1.379679 0.136535 -6.576326 1.1 -2.2 0.1 0.46
O 0.357306 -0.959220 -6.757419 0.7 0.9 0.0 -0.59
C 1.948790 0.121028 -4.844899 -0.1 0.4 -0.2 0.19
H 3.024897 -1.671386 -6.829898 0.0 0.1 -0.1 0.25
H 3.799607 -0.008132 -7.070673 -0.1 -0.3 0.2 0.36
H 2.721951 -0.634572 -8.327973 0.3 -0.5 0.4 0.37
H 1.102452 0.473506 -4.255950 0.2 0.0 0.2 -0.42
H 2.803029 0.817453 -4.789054 -0.4 -0.1 0.1 0.52
H 2.256599 -0.864593 -4.476239 -0.3 0.1 -0.4 -0.14
C 0.954945 -1.264332 0.055398 -0.9 0.5 1.2 0.42
S 0.333600 0.128265 -0.836659 0.7 -0.3 -1.0 1.45
O 0.170220 -0.521265 -2.203888 -0.2 0.5 -0.2 -0.60
C -1.295893 0.296188 -0.195077 -1.0 0.9 -1.0 1.50
H 0.207107 -2.061524 0.005469 0.3 0.0 -0.2 0.29
H 1.030192 -0.939576 1.090918 0.3 -0.2 0.3 -0.45
H 1.918756 -1.506892 -0.361730 0.2 -0.2 0.1 -0.65
H -1.837611 0.969506 -0.920711 0.5 -0.9 0.6 -0.73
H -1.351672 0.815482 0.739177 0.4 0.2 0.7 -0.52
H -1.753002 -0.673595 -0.120874 -0.4 -0.3 -0.1 -0.37
```
Positions in Å, forces in eV/Å.


Record 2
C28H85AsF6N7O11 | ωB97M-V/def2-TZVPD

Output
Energy relative to the best compared isomer or geometry (same formula, charge and spin) (eV): 5.608
2S+1: 1
Max |F| (Eh/bohr): 0.078
Net charge: -1
E_tot (eV): -140509.9513
Highest occupied orbital energy (Eh): -0.2351

Geometry as XYZ:
```
138
Properties=species:S:1:pos:R:3:forces:R:3:mulliken_charge:R:1
As -0.372924 -0.722380 -0.373345 0.5 0.0 0.0 2.02
F 0.518376 -0.944054 -1.880502 -0.5 0.2 0.8 -0.60
F -1.666193 0.238592 -1.276099 1.6 -1.1 1.5 -0.42
F -1.312782 -0.578342 1.123654 0.8 0.5 -0.9 -0.45
F 0.905722 -1.620773 0.611061 -2.0 1.1 -1.6 -0.42
F 0.608817 0.797349 -0.092779 -1.5 -1.6 0.0 -0.40
F -1.350551 -2.154145 -0.790674 1.2 0.8 0.7 -0.56
O 2.609680 -2.754316 -1.610376 -0.5 0.0 -0.5 -0.70
H 2.070343 -2.140694 -2.109182 -0.5 0.1 0.0 0.17
H 3.505748 -2.440877 -1.733146 1.0 -0.3 0.2 0.49
O -2.999978 -1.551950 3.016627 -0.2 -0.1 0.4 -0.53
H -2.362012 -1.147427 2.428763 0.2 0.2 -0.4 0.34
H -3.448919 -0.813573 3.428297 -0.1 0.1 0.1 0.29
O -2.470244 -4.227017 2.054889 0.0 -0.4 0.0 -0.66
H -2.215272 -3.421537 2.504793 -0.1 0.2 0.2 0.29
H -2.340813 -4.034475 1.126226 0.0 0.0 -0.3 0.30
O 0.976446 -4.590410 -0.545967 -0.4 -0.8 0.2 -0.71
H 1.605512 -3.978821 -0.928683 0.5 0.4 -0.1 0.50
H 0.204454 -4.055801 -0.360367 -0.2 0.1 0.1 0.23
C -5.504333 -1.394681 -0.693418 -0.2 0.9 1.1 -1.24
C -5.163755 -0.885534 -2.087190 3.0 -0.8 0.2 0.17
C -4.867225 0.632297 -2.340877 -0.2 -0.4 0.8 0.00
O -4.446692 0.861779 -3.669487 -0.2 0.3 -0.3 -0.25
C -4.653126 2.216554 -4.149092 0.1 -1.8 0.7 -0.74
N -3.880666 -1.674699 -2.405762 -2.2 -0.1 -1.4 -0.52
H -5.940486 -2.392268 -0.641536 -0.1 0.0 -0.7 0.36
H -6.201401 -0.736137 -0.175228 -0.2 0.2 0.1 0.36
H -4.632074 -1.491752 -0.047016 0.2 0.3 -0.1 0.15
H -6.001121 -1.209813 -2.705055 0.4 0.0 -0.7 0.26
H -4.050355 0.994873 -1.716903 0.0 -0.3 0.6 -0.33
H -5.747481 1.221027 -2.082726 -0.4 0.2 -0.2 0.50
H -5.729288 2.374260 -4.077695 -0.1 0.4 -0.6 0.37
H -4.199225 2.151302 -5.137940 -0.5 0.5 -0.1 0.23
H -4.148453 2.989946 -3.570042 0.2 -0.1 0.3 0.20
H -3.699106 -1.512235 -3.385938 0.3 -0.1 -0.1 0.22
H -3.036047 -1.456362 -1.896797 -0.4 0.5 0.4 0.03
C -1.472932 4.212538 -3.610931 -0.8 -0.4 0.8 -1.89
C -0.930529 3.719941 -2.212771 -0.1 0.5 -2.0 1.62
C -1.801872 3.614126 -1.006651 -1.1 2.7 0.6 0.79
O -2.352800 4.954518 -0.747761 -1.7 -0.8 0.0 -0.42
C -3.526864 4.911049 0.122334 1.6 0.1 -0.9 -0.74
N -0.491351 2.401363 -2.577014 2.0 -1.2 0.6 -0.63
H -2.029057 3.392833 -4.065798 -0.5 -0.1 0.4 0.39
H -0.654937 4.230765 -4.331099 0.4 0.7 0.4 0.45
H -2.101070 5.103346 -3.610951 0.3 0.2 0.0 0.31
H -0.111687 4.393747 -1.960627 0.3 -0.2 0.1 -0.63
H -1.229791 3.480819 -0.088470 0.3 -1.1 -0.2 0.27
H -2.599150 2.887005 -1.160793 -0.1 -0.1 0.2 -0.50
H -4.270195 4.187593 -0.212607 0.0 -0.1 -0.2 0.24
H -3.946042 5.917027 0.102641 0.0 -0.1 0.2 0.25
H -3.197061 4.623196 1.120575 -0.2 0.1 0.3 0.31
H -1.085454 1.670191 -2.212988 -0.7 0.2 -0.4 0.33
H 0.320928 2.174197 -2.021403 0.6 0.0 -0.1 -0.04
C 5.342986 -0.248651 0.505930 -2.3 0.9 -0.2 -1.38
C 4.858724 -0.722248 -0.888344 -0.4 1.1 2.9 1.71
C 5.383801 0.275568 -1.917711 -0.9 -0.7 0.3 -1.07
O 4.750893 1.602232 -1.782473 1.2 -2.0 0.2 -0.28
C 3.428038 1.658467 -2.301263 0.2 -0.8 -1.1 -0.65
N 5.160216 -2.107705 -1.053385 1.0 -1.0 -2.4 -0.60
H 4.607354 0.519926 0.743108 0.4 1.0 0.0 0.28
H 6.339777 0.191255 0.537250 0.1 -0.5 0.2 0.28
H 4.995799 -0.915406 1.295238 1.0 -0.7 0.0 0.48
H 3.776100 -0.596234 -0.876200 -0.2 -0.2 0.1 -0.90
H 5.223271 -0.192275 -2.889020 -0.2 0.5 -0.5 0.40
H 6.448521 0.205542 -1.695097 0.3 1.4 -0.4 0.43
H 2.635707 1.093443 -1.810281 0.1 0.4 1.2 0.21
H 3.386231 1.120854 -3.248532 0.3 0.3 -0.7 0.41
H 3.195648 2.709722 -2.471444 -0.2 -0.2 0.2 0.17
H 5.974853 -2.274968 -1.626537 0.1 0.0 -0.1 0.17
H 5.206135 -2.765080 -0.287980 -0.3 0.7 0.5 0.21
C -3.061887 -2.956729 6.396618 1.0 0.5 -1.4 -1.22
C -1.994874 -3.866466 5.688027 0.1 -0.5 0.0 0.54
C -0.715169 -3.128805 5.083235 0.7 0.9 0.9 -0.35
O 0.241697 -3.921882 4.347232 0.1 -0.2 -0.5 -0.48
C 1.319973 -3.181988 3.601171 -2.5 -0.4 1.4 0.18
N -1.639843 -4.851911 6.720837 1.0 -0.2 0.0 -0.78
H -3.415439 -2.189496 5.707798 0.2 0.2 0.0 0.20
H -2.548610 -2.492280 7.238599 0.0 0.3 0.1 0.32
H -3.973565 -3.410090 6.785739 0.4 -0.8 -0.2 0.36
H -2.390951 -4.492854 4.888736 -0.4 0.4 -0.2 0.21
H -0.158198 -2.721913 5.927220 0.2 -0.1 0.9 0.28
H -0.934831 -2.176370 4.600832 -0.7 -0.3 -0.9 0.07
H 1.876440 -3.869425 2.964097 -0.4 -0.2 0.2 0.28
H 1.977358 -2.709682 4.331147 0.0 0.1 0.0 0.23
H 0.759132 -2.457060 3.011217 0.6 0.2 -0.2 -0.44
H -1.500272 -4.401059 7.613782 -0.4 0.4 0.3 0.30
H -0.688512 -5.127916 6.523640 0.2 -0.7 -0.3 0.28
C 1.679239 7.054538 -2.041681 -1.9 0.3 0.5 -1.34
C 2.900718 6.952161 -1.227608 -1.3 0.2 2.5 0.55
C 2.997356 5.674238 -0.438610 -0.9 -0.7 0.5 -0.45
O 1.781669 5.469547 0.332550 1.5 0.0 -0.1 -0.37
C 1.946429 4.255971 1.036725 -0.9 -0.9 0.3 -0.84
N 4.028830 7.273525 -1.949855 3.4 -0.7 -2.0 -0.75
H 0.823527 6.787884 -1.421383 -0.1 -0.3 0.1 0.35
H 1.661399 6.354077 -2.876622 0.2 0.3 -0.3 0.28
H 1.448944 8.090604 -2.289916 0.4 -0.1 -0.7 0.36
H 2.973358 7.700823 -0.438730 -1.1 0.4 0.3 0.19
H 3.882368 5.738833 0.194388 0.0 0.2 0.6 0.48
H 3.218186 4.769604 -1.005161 -0.3 -0.2 -0.7 0.03
H 1.797353 3.405524 0.371430 0.8 -0.2 -0.5 0.26
H 1.157182 4.007529 1.746276 -0.3 1.0 0.2 0.31
H 2.870791 4.203428 1.611943 0.3 0.0 -0.3 0.41
H 4.817146 6.979907 -1.390887 0.7 0.8 0.7 0.30
H 4.188701 6.547413 -2.633448 -0.5 -0.1 -1.2 0.27
C -2.460098 -4.008564 -5.140384 -0.9 0.1 -0.8 -1.54
C -1.418228 -4.921172 -4.608077 1.7 0.6 -0.7 0.42
C 0.012683 -4.480948 -5.054334 -0.9 -0.4 -2.4 -0.65
O 0.890216 -5.459118 -4.633563 1.3 -1.8 0.3 -0.30
C 2.278254 -5.490111 -5.049097 -1.6 1.8 0.9 -0.75
N -1.332251 -4.940204 -3.190006 -0.4 -0.5 0.9 -0.70
H -2.773626 -4.329815 -6.133667 0.5 0.3 -0.5 0.46
H -2.086320 -2.985426 -5.179990 -0.5 0.2 0.1 0.27
H -3.413684 -4.126864 -4.625803 0.3 0.5 0.7 0.40
H -1.604565 -5.896000 -5.058719 0.3 -0.4 0.4 0.30
H 0.341466 -3.483242 -4.763507 -0.3 0.3 0.5 0.31
H -0.072123 -4.478805 -6.141033 0.5 0.2 -0.7 0.41
H 2.678104 -4.521956 -4.747599 0.5 0.1 0.2 0.26
H 2.402321 -5.506491 -6.131889 -0.1 -0.7 -0.1 0.30
H 2.754010 -6.264679 -4.447601 -0.1 -0.1 -0.5 0.26
H -0.404137 -5.321895 -3.075913 0.1 -0.4 1.1 0.48
H -1.201140 -3.966511 -2.955843 -0.2 0.4 0.7 0.09
C 2.694772 0.025810 3.574974 -2.3 0.9 -0.2 -1.38
C 1.264190 0.376054 4.092520 0.1 -0.9 2.2 1.59
C 1.251884 0.633766 5.670920 -0.3 1.2 -2.0 -1.10
O -0.030638 1.164138 6.105997 0.6 -1.2 0.2 -0.32
C -0.191227 0.971457 7.504365 0.0 -0.7 -0.2 -0.82
N 0.743588 1.498726 3.401457 -0.2 1.6 -0.6 -0.60
H 2.535197 -0.197356 2.520069 0.2 -0.9 0.0 0.01
H 3.128831 -0.770409 4.179736 0.4 0.3 -0.4 0.44
H 3.191658 0.991031 3.477339 0.6 -0.1 0.8 0.54
H 0.498618 -0.378205 3.910597 0.6 -1.1 0.3 -0.46
H 1.948482 1.451772 5.854558 0.5 -0.2 0.2 0.44
H 1.554979 -0.281580 6.179224 -0.2 0.0 0.2 0.41
H -1.246382 1.036135 7.770020 0.1 0.6 -0.1 0.31
H 0.454127 1.597538 8.120516 -0.1 0.6 -0.1 0.30
H 0.089437 -0.037792 7.805588 0.1 -0.4 -0.2 0.31
H 0.597180 1.198345 2.448336 0.1 0.2 -0.5 0.04
H -0.199985 1.616088 3.742041 -0.2 0.4 0.2 0.33
```
Positions in Å, forces in eV/Å.